15
Properties=species:S:1:pos:R:3:nbo_charge:R:1 method="wB97M-V/def2-TZVPD" homo_energy_ev="-8.190 / -8.394" orbital_gap_ev="7.7 / 7.7" e_above_lowest_kj_mol=409.3 total_charge=0
N -1.06 -0.96 -0.88 -0.4470
N 2.21 -1.62 0.38 -0.7655
C 0.98 -1.11 0.11 0.1869
C 0.25 -0.18 0.88 -0.4773
C -1.49 2.38 -0.28 -0.8579
C -1.01 -0.54 0.40 0.3164
C 0.12 -1.56 -0.97 -0.0394
H 2.72 -1.24 1.16 0.3928
H -0.52 2.71 0.09 0.2118
H -1.35 1.58 -1.01 0.2228
H 2.37 -2.61 0.21 0.3931
H 0.52 0.19 1.85 0.2338
H 0.37 -2.26 -1.76 0.2010
H -2.09 2.00 0.56 0.2153
H -2.02 3.22 -0.75 0.2131